No. 1
The following is a DFT calculation (the ωB97M-V functional and the def2-TZVPD basis) of an isolated molecule of C13H12N6O2S2 in a non-equilibrium geometry.

CARTESIAN COORDINATES (ANGSTROEM)
N1 1.78639 2.48366 2.91593
C1 0.57358 1.84733 2.64137
S1 -0.82550 2.28821 3.42020
N2 0.26734 0.86981 1.65293
C2 0.96200 0.63140 0.50746
N3 1.94792 1.44628 0.16953
N4 2.41905 0.99054 -1.02191
C3 3.05637 1.72829 -1.99333
O1 3.38966 2.86171 -1.80980
N5 3.32220 1.09170 -3.17608
C4 3.10531 -0.32462 -3.27742
S2 3.81367 -1.07507 -4.50499
N6 2.20157 -0.92611 -2.37193
C5 1.77279 -0.23391 -1.31522
C6 0.96364 -0.55326 -0.33093
C7 0.13157 -1.81092 0.02786
C8 -1.26936 -1.41442 0.28587
C9 -1.82624 -1.45418 1.56669
C10 -3.24455 -1.22574 1.81064
C11 -4.08164 -1.05151 0.75464
O2 -5.37413 -0.71601 1.17943
C12 -3.55282 -0.91298 -0.48588
C13 -2.17161 -1.13279 -0.72060
H1 1.60784 3.43558 3.30528
H2 2.52183 2.23865 2.21226
H3 -0.64270 0.42875 1.72634
H4 3.38041 1.66568 -3.97961
H5 1.98489 -1.93953 -2.37018
H6 0.16525 -2.69543 -0.58326
H7 0.42038 -2.10879 0.99478
H8 -1.21718 -1.43529 2.47607
H9 -3.55170 -1.03370 2.88815
H10 -5.99430 -0.31662 0.46266
H11 -4.19471 -0.64331 -1.30589
H12 -1.84717 -1.00341 -1.75108

Values from the calculation:
- largest force on an atom (Eh/bohr) = 0.084
- LUMO level (eV) = -0.2
- relative energy (zero: lowest compared OMol25 entry of this formula, charge and spin) (eV) = 0.000
- SMILES string = NC(=S)Nc1nn2c(=O)[nH]c(=S)[nH]c2c1Cc1ccc(O)cc1
- molar mass (g mol⁻¹) = 348.41
- E (eV) = -48380.7871
- HOMO energy (Eh) = -0.302

Atom charges from the Mulliken analysis, given in e for atoms 1 to 8: -0.430 0.196 -0.445 0.011 0.995 -1.232 0.502 0.528



No. 2
The following is a DFT calculation (the ωB97M-V functional and the def2-TZVPD basis) of C21H50AlAsGeNOPS3Si3 as an isolated structure.

CARTESIAN COORDINATES (ANGSTROEM)
Al1 0.76560 -1.43230 1.81025
S1 3.42376 1.17239 -0.72270
C1 2.36579 0.33406 0.17400
S2 2.87827 -0.91794 1.29742
S3 0.61596 0.61979 0.17520
C2 0.20591 -0.32929 5.20818
P1 0.23857 0.30058 3.50471
C3 -1.28951 1.26681 3.34927
C4 1.53821 1.56799 3.54397
H1 0.03623 0.48977 5.90719
H2 1.16197 -0.80194 5.43246
H3 -0.58095 -1.07268 5.32161
H4 -1.38317 1.94957 4.19354
H5 -2.16281 0.61620 3.31474
H6 -1.25066 1.84076 2.42510
H7 1.29192 2.32155 4.29281
H8 1.62291 2.04061 2.56695
H9 2.49554 1.10962 3.78710
C5 1.71018 -4.71245 4.89297
As1 0.88217 -4.31346 3.22090
C6 -0.84446 -5.11756 3.14783
C7 1.97398 -4.95448 1.79265
O1 0.72983 -2.62589 3.18503
H10 1.83598 -5.78933 4.99864
H11 1.08151 -4.33235 5.69713
H12 2.68202 -4.22124 4.92512
H13 -0.75770 -6.17796 3.38260
H14 -1.24500 -4.98230 2.14368
H15 -1.49169 -4.62864 3.87521
H16 2.27015 -5.98356 1.99490
H17 2.85931 -4.32129 1.72460
H18 1.41138 -4.89481 0.86212
C8 -2.37890 -0.31980 -2.72035
Si1 -2.12940 1.31509 -1.83735
C9 -3.02454 2.68368 -2.76441
C10 -2.91619 1.13498 -0.14107
Ge1 0.21535 1.90564 -1.78548
Si2 0.43754 4.18800 -1.07345
C11 -0.77930 4.44066 0.33436
C12 2.15332 4.69137 -0.52899
C13 -0.07955 5.18956 -2.57333
Si3 1.21452 1.06989 -3.80823
C14 -0.04052 1.69569 -5.06157
C15 1.26232 -0.80060 -3.75993
C16 2.87717 1.79571 -4.24577
H19 -3.43841 -0.58185 -2.69296
H20 -1.82965 -1.13021 -2.23993
H21 -2.07418 -0.27917 -3.76401
H22 -4.05720 2.39590 -2.96127
H23 -2.55409 2.89919 -3.72237
H24 -3.04457 3.60829 -2.18799
H25 -3.97927 0.93640 -0.29185
H26 -2.83079 2.02894 0.47177
H27 -2.49759 0.29068 0.40734
H28 -0.43524 3.95106 1.24648
H29 -1.76461 4.04783 0.08866
H30 -0.88918 5.50399 0.55084
H31 2.64333 3.91607 0.05134
H32 2.09990 5.59352 0.08166
H33 2.78536 4.90518 -1.38993
H34 -1.08995 4.95010 -2.90001
H35 0.59505 5.01741 -3.41170
H36 -0.04711 6.25476 -2.34162
H37 -0.99492 1.17962 -4.97811
H38 0.33902 1.53065 -6.07103
H39 -0.22742 2.76467 -4.95434
H40 0.51435 -1.21176 -3.08606
H41 2.23695 -1.15243 -3.42322
H42 1.08110 -1.21026 -4.75493
H43 2.83112 2.88316 -4.29708
H44 3.17083 1.43013 -5.23117
H45 3.65824 1.52215 -3.53953
C17 -1.78532 -3.76362 -1.36409
C18 -2.31598 -3.29377 -0.14731
C19 -1.51921 -2.67439 0.76586
N1 -0.14915 -2.48596 0.57324
C20 0.34917 -2.88058 -0.66669
C21 -0.41522 -3.51337 -1.59516
H46 -2.40471 -4.24463 -2.10163
H47 -3.36676 -3.41325 0.07792
H48 -1.92078 -2.30711 1.70520
H49 1.39561 -2.66379 -0.84075
H50 0.04824 -3.81362 -2.52517

Values from the calculation:
- largest force on an atom (Eh/bohr) = 0.014
- LUMO level (alpha / beta) (eV) = -2.3 / -2.3
- relative energy (zero: lowest compared OMol25 entry of this formula, charge and spin) (eV) = 0.000
- molar mass (g mol⁻¹) = 718.58
- net charge = +1
- E (eV) = -215506.4250
- spin multiplicity = 2
- HOMO energy (alpha / beta) (Eh) = -0.278 / -0.383

Atom charges from the Mulliken analysis, given in e for atoms 1 to 8: -0.272 -0.169 0.440 -0.538 -1.337 -1.310 1.197 -1.020



No. 3
The following is a DFT calculation (the ωB97M-V functional and the def2-TZVPD basis) of C24H29IN5OYb as an isolated structure in a non-equilibrium geometry.

CARTESIAN COORDINATES (ANGSTROEM)
C1 -2.03297 0.09007 -2.37932
I1 -0.26935 1.71670 -3.57049
H1 -2.79394 -0.65537 -2.09359
H2 -1.84429 -0.10734 -3.44142
H3 -2.47234 1.06023 -2.13689
C2 1.39774 3.64017 -0.10583
C3 0.09255 3.91182 0.11470
N1 -0.62091 3.40789 -0.97096
C4 0.23975 2.87766 -1.87686
N2 1.49071 3.03092 -1.35591
H4 2.28462 3.90418 0.44379
H5 -0.41545 4.45674 0.89430
C5 2.00656 -2.51871 -1.63203
C6 0.12497 -1.29984 -1.66163
N3 1.41020 -1.35833 -1.20207
H6 1.16575 -4.14527 -2.87045
N4 -0.05590 -2.43663 -2.38841
H7 3.01748 -2.77467 -1.35772
Yb1 0.24297 1.39783 1.39300
C7 -0.81068 -0.26467 -1.37046
O1 -0.69997 0.43699 -0.31973
C8 1.09526 -3.19237 -2.37033
C9 -1.29096 -2.86844 -3.01393
H8 -1.17531 -3.91957 -3.30081
H9 -1.50735 -2.28247 -3.91620
H10 -2.13266 -2.78482 -2.31494
C10 2.04453 -0.36049 -0.34978
H11 3.11700 -0.58269 -0.30965
H12 1.63912 -0.41907 0.68147
H13 1.89210 0.63858 -0.78737
C11 2.73131 2.76876 -2.06791
H14 3.14405 3.70530 -2.47339
H15 2.53665 2.07927 -2.89897
H16 3.46595 2.33001 -1.37980
C12 -2.06613 3.51491 -1.13874
H17 -2.30969 3.51756 -2.20921
H18 -2.40521 4.45223 -0.67699
H19 -2.57709 2.67909 -0.63623
C13 -1.64562 2.60031 2.92539
C14 -2.24877 1.48098 2.33874
C15 -1.68521 0.21917 2.48936
C16 -0.42731 0.08836 3.14410
C17 0.07419 1.20200 3.88794
C18 -0.50937 2.44865 3.73772
N5 0.55279 -0.72723 2.59495
C19 0.47902 -2.08485 2.39889
C20 1.66561 -2.73453 1.96975
C21 1.60168 -4.01393 1.44585
C22 0.37486 -4.69628 1.41132
C23 -0.77729 -4.10434 1.94364
C24 -0.72312 -2.82466 2.48777
H20 -2.10026 3.58545 2.79520
H21 -3.17821 1.58030 1.77196
H22 -2.13183 -0.66088 2.03046
H23 0.98357 1.04730 4.47164
H24 -0.07878 3.31405 4.24800
H25 2.60297 -2.17586 2.02589
H26 2.50743 -4.48305 1.05870
H27 0.32603 -5.69800 0.98028
H28 -1.72412 -4.64638 1.94339
H29 -1.59730 -2.36275 2.94989

Values from the calculation:
- largest force on an atom (Eh/bohr) = 0.109
- LUMO level (alpha / beta) (eV) = 4.4 / 4.2
- molar mass (g mol⁻¹) = 703.47
- net charge = -2
- E (eV) = -74477.8434
- spin multiplicity = 2
- HOMO energy (alpha / beta) (Eh) = 0.086 / 0.086

Atom charges from the Mulliken analysis, given in e for atoms 1 to 8: -2.544 -0.270 0.610 0.456 0.291 0.647 -1.680 0.985



No. 4
The following is a DFT calculation (the ωB97M-V functional and the def2-TZVPD basis) of a 2-piece molecular cluster, C2H7O2 overall in a non-equilibrium geometry.

CARTESIAN COORDINATES (ANGSTROEM)
O1 0.25250 -1.43931 -1.42132
H1 1.00439 -1.92318 -1.82420
H2 -1.86964 0.83810 0.59156
H3 -0.43193 -1.29379 -2.08396
C1 -0.96839 0.31180 0.92656
C2 0.20443 0.78807 0.18025
O2 1.35527 0.55024 0.65401
H4 -0.89281 0.29915 2.02442
H5 -0.96155 -0.79499 0.84072
H6 0.22414 1.48543 -0.66688
H7 2.08359 1.17848 0.77883

Values from the calculation:
- largest force on an atom (Eh/bohr) = 0.037
- LUMO level (eV) = -6.1
- relative energy (zero: lowest compared OMol25 entry of this formula, charge and spin) (eV) = 1.283
- molar mass (g mol⁻¹) = 63.08
- net charge = +1
- E (eV) = -6273.6837
- HOMO energy (Eh) = -0.591

Atom charges from the Mulliken analysis, given in e for atoms 1 to 8: -0.607 0.318 0.304 0.334 -0.852 0.295 -0.334 0.358